Here is C32H57N15OP as an isolated structure at a distorted geometry from the OMol25 dataset. Energies are from wB97M-V/def2-TZVPD.

The geometry in XYZ format:
```
106
Properties=species:S:1:pos:R:3:forces:R:3
C -5.867 -2.826 -2.035 -0.4 0.3 0.2
C -4.701 -3.725 -2.734 -3.5 4.3 1.6
C -3.357 -2.854 -3.135 -0.4 0.4 0.6
O -2.955 -1.895 -2.116 0.6 -1.0 -1.8
C -1.541 -1.533 -2.225 0.6 0.8 -0.1
P -0.732 -1.645 -0.458 -1.3 0.0 0.2
N -0.098 -1.736 1.237 0.5 0.0 1.3
H -6.898 -3.296 -2.345 1.8 1.2 0.6
H -5.791 -2.913 -0.879 0.0 0.2 -1.9
H -5.813 -1.687 -2.292 -0.3 -2.1 0.4
H -4.421 -4.610 -2.019 -2.6 3.1 0.2
H -5.148 -4.114 -3.747 0.7 0.6 2.1
H -3.620 -2.302 -4.126 0.5 -0.8 1.3
H -2.505 -3.644 -3.275 -1.3 2.6 -0.1
H -0.917 -2.232 -2.905 -1.3 1.0 0.7
H -1.410 -0.420 -2.541 -0.5 -1.7 0.1
H 0.245 -0.623 -0.769 0.5 0.6 -0.2
H 0.205 -2.641 -0.937 0.5 -0.5 -0.1
H -1.697 -2.694 -0.179 -0.1 -0.3 0.3
H -1.678 -0.636 0.040 -0.2 0.2 -0.5
H -0.866 -2.034 1.873 0.6 0.3 -0.7
H 0.189 -0.801 1.583 -0.4 -0.7 -0.5
C -6.649 0.079 -5.674 -0.2 -1.1 0.1
C -6.817 -1.352 -5.229 -0.5 -4.6 1.5
N -6.951 -2.500 -4.872 0.6 6.0 -2.2
H -7.406 0.707 -5.200 0.1 -0.2 0.0
H -5.659 0.442 -5.392 -0.2 -0.1 0.0
H -6.757 0.146 -6.759 -0.1 -0.1 0.4
C 0.668 1.132 4.765 -0.9 -0.1 -0.9
C -0.471 1.131 3.776 -3.7 0.0 -3.2
N -1.384 1.130 2.983 4.8 0.1 4.2
H 1.621 1.074 4.237 -0.2 0.0 0.0
H 0.646 2.049 5.357 0.0 -0.1 -0.1
H 0.579 0.274 5.434 -0.1 0.2 -0.2
C -4.372 -1.641 -9.010 -0.6 0.9 0.2
C -5.239 -0.423 -8.818 -3.0 4.3 0.6
N -5.939 0.556 -8.660 4.0 -5.5 -1.2
H -3.949 -1.952 -8.052 -0.1 0.1 -0.1
H -4.967 -2.460 -9.419 0.0 0.2 0.1
H -3.558 -1.412 -9.702 -0.1 0.1 0.1
C -1.902 -7.302 -3.397 -0.7 0.9 0.3
C -2.766 -6.080 -3.198 -2.7 3.1 0.7
N -3.467 -5.090 -3.037 9.8 -12.7 -4.8
H -1.477 -7.618 -2.441 0.0 0.1 -0.1
H -2.500 -8.118 -3.808 0.0 0.1 0.1
H -1.088 -7.074 -4.090 -0.1 0.0 0.1
C 3.221 -2.337 0.062 1.1 0.0 -0.1
C 4.716 -2.366 -0.140 4.8 -0.1 -0.7
N 5.916 -2.390 -0.302 -6.2 0.2 0.8
H 2.981 -2.589 1.096 0.0 0.0 -0.2
H 2.835 -1.339 -0.160 0.0 -0.1 0.0
H 2.742 -3.060 -0.602 0.0 0.1 0.1
C 3.343 3.224 2.144 0.3 -0.6 0.7
C 3.736 2.505 3.411 1.6 -2.6 4.7
N 4.059 1.926 4.434 -1.8 3.4 -6.0
H 3.890 2.807 1.295 -0.1 -0.1 0.2
H 2.271 3.110 1.968 0.1 -0.1 0.1
H 3.579 4.286 2.232 -0.1 -0.2 0.1
C 2.665 -1.440 7.623 -0.6 0.8 0.1
C 1.774 -0.240 7.830 -2.9 3.9 0.8
N 1.060 0.721 7.995 3.8 -5.1 -0.8
H 3.097 -1.751 8.577 -0.1 0.1 -0.1
H 2.085 -2.267 7.208 0.0 0.2 0.0
H 3.472 -1.188 6.931 -0.2 0.1 0.1
C 6.793 -1.295 -3.806 -0.5 0.8 -0.6
C 6.211 -0.182 -4.642 -1.9 3.6 -2.8
N 5.745 0.710 -5.311 2.5 -4.7 3.5
H 6.227 -1.400 -2.878 0.1 0.0 -0.1
H 6.750 -2.236 -4.359 0.0 0.2 0.0
H 7.835 -1.072 -3.564 -0.2 0.0 -0.1
C -7.921 2.942 -2.558 0.8 -0.7 -0.2
C -6.785 1.988 -2.832 3.8 -3.1 -0.8
N -5.875 1.224 -3.052 -4.9 4.2 1.3
H -7.811 3.838 -3.172 0.1 -0.1 0.1
H -8.874 2.463 -2.795 0.2 0.0 0.0
H -7.919 3.229 -1.504 0.1 -0.1 -0.1
C 5.298 5.820 5.697 -0.8 0.0 -0.7
C 4.163 5.831 4.705 -3.7 0.0 -3.2
N 3.253 5.838 3.910 4.8 0.1 4.3
H 6.253 5.757 5.170 -0.2 0.0 0.0
H 5.281 6.736 6.293 -0.1 -0.1 -0.1
H 5.202 4.960 6.363 -0.1 0.1 -0.2
C 6.702 4.039 9.031 -0.6 0.8 0.1
C 5.818 5.244 9.237 -3.0 4.1 0.7
N 5.108 6.211 9.401 3.9 -5.2 -0.9
H 7.127 3.722 9.986 -0.1 0.1 -0.1
H 6.117 3.217 8.611 0.0 0.2 0.1
H 7.514 4.286 8.344 -0.1 0.1 0.1
C 7.475 8.881 11.444 0.8 -0.6 -0.2
C 8.626 7.948 11.173 3.7 -3.1 -0.9
N 9.544 7.194 10.951 -4.9 4.0 1.2
H 7.576 9.783 10.836 0.1 -0.2 0.0
H 6.532 8.388 11.198 0.2 0.0 0.0
H 7.464 9.162 12.500 0.1 -0.1 -0.1
C -0.715 -8.129 0.614 0.5 1.0 0.2
C 0.017 -6.836 0.875 2.4 4.3 0.9
N 0.601 -5.799 1.086 -3.0 -5.6 -1.1
H -1.309 -8.042 -0.298 0.1 0.1 0.2
H 0.003 -8.944 0.495 0.0 0.2 0.0
H -1.378 -8.357 1.451 0.1 0.1 -0.1
C -4.509 3.770 -11.093 0.7 -0.8 0.2
C -3.472 2.708 -10.829 3.7 -3.8 1.0
N -2.636 1.854 -10.617 -4.7 4.8 -1.2
H -5.504 3.383 -10.864 0.2 -0.1 0.0
H -4.314 4.644 -10.467 0.0 -0.2 0.0
H -4.476 4.070 -12.143 0.1 -0.1 0.1
```
Positions in Å, forces in eV/Å.

Calculated total energy in Ha: -2490.8484
Total charge: -1
Molecular weight in g mol⁻¹: 698.886

***

Here is a 11-piece molecular cluster, C32H57N6O5S4 overall at a distorted geometry from the OMol25 dataset. Energies are from wB97M-V/def2-TZVPD.

The geometry in XYZ format:
```
104
Properties=species:S:1:pos:R:3:forces:R:3
C -0.559 0.106 1.783 0.0 0.4 0.3
C 0.524 0.314 0.735 0.3 -0.3 -0.9
O 0.439 -0.477 -0.399 -0.3 0.0 -0.6
H -1.503 0.590 1.516 0.1 0.1 -0.2
H -0.157 0.616 2.666 -0.4 -0.2 0.3
H -0.854 -0.914 2.028 0.6 -0.1 -0.1
H 1.537 0.182 1.159 -0.2 0.0 0.5
H 0.468 1.402 0.501 0.1 0.0 -0.1
C 2.388 -5.215 1.150 -1.8 0.9 -1.3
S 2.107 -4.616 2.816 0.9 -1.0 0.6
O 3.165 -5.306 3.636 -0.5 0.4 0.0
C 2.629 -2.905 2.635 1.0 -0.2 -0.4
H 3.324 -4.977 0.652 0.4 -0.3 0.5
H 1.603 -4.744 0.528 0.2 0.3 0.2
H 2.035 -6.241 1.048 0.7 -0.3 0.6
H 3.702 -2.914 2.408 -0.1 -0.2 -0.4
H 2.605 -2.376 3.585 -0.8 -0.1 0.0
H 2.055 -2.462 1.820 0.0 0.3 0.2
C -1.554 3.138 -1.584 -0.9 0.3 -0.7
S -2.588 4.648 -1.551 0.1 0.6 0.8
O -3.920 4.439 -0.888 0.5 -0.4 -0.2
C -1.621 5.564 -0.294 0.2 -0.7 0.1
H -0.571 3.421 -1.221 0.1 -0.4 0.0
H -1.572 2.875 -2.644 0.5 -0.1 0.0
H -2.025 2.282 -1.104 0.1 0.3 0.6
H -2.228 6.413 0.000 0.1 0.2 -0.1
H -0.621 5.823 -0.646 -0.2 0.3 -0.4
H -1.438 4.927 0.576 -0.4 -0.1 0.0
C -6.196 2.009 -0.751 0.2 -0.5 0.5
S -6.156 1.227 0.868 -0.5 0.0 0.1
O -7.123 0.088 0.892 0.4 -0.1 -0.1
C -4.460 0.606 0.772 -0.2 0.3 -0.6
H -7.236 2.220 -0.981 0.0 0.3 0.1
H -5.790 1.356 -1.524 0.1 0.1 0.0
H -5.571 2.880 -0.548 -0.1 0.3 -0.7
H -4.396 -0.192 0.030 -0.2 -0.4 0.4
H -4.170 0.372 1.790 0.2 -0.4 -0.1
H -3.814 1.396 0.382 -0.1 0.2 0.3
C 4.379 0.014 0.762 -0.1 -0.6 -0.1
S 5.900 0.945 0.414 0.1 -0.3 0.5
O 6.879 0.392 1.408 0.0 0.3 -0.2
C 6.293 0.199 -1.194 -0.8 -0.1 0.1
H 4.731 -0.980 1.049 0.0 -0.1 -0.4
H 3.713 -0.030 -0.098 0.2 0.0 -0.1
H 3.783 0.339 1.616 0.5 0.7 0.0
H 7.089 0.740 -1.699 0.1 0.1 0.3
H 5.386 0.271 -1.797 0.1 0.0 -0.1
H 6.541 -0.853 -1.070 0.1 0.0 0.2
C -2.622 -1.588 4.019 -0.3 -0.4 0.1
C -1.403 -1.744 4.799 0.2 0.0 -0.2
N -0.425 -1.844 5.393 -0.1 0.0 0.0
H -3.450 -2.051 4.558 -0.1 0.3 0.1
H -2.568 -2.146 3.082 0.3 0.2 -0.1
H -2.788 -0.530 3.829 -0.2 0.0 0.0
N -1.053 -3.034 0.109 0.3 0.0 -0.1
C -1.774 -3.884 -0.672 0.5 -0.9 0.1
C -2.075 -5.003 0.085 -0.6 0.3 -0.2
C -1.587 -4.776 1.391 0.6 0.3 0.3
C -0.921 -3.570 1.360 -0.4 0.3 -0.2
H -0.486 -2.246 -0.214 -0.2 0.5 0.0
H -1.879 -3.774 -1.738 -0.1 0.4 0.0
H -2.655 -5.838 -0.275 0.1 -0.1 0.1
H -1.645 -5.374 2.286 -0.2 -0.2 -0.2
H -0.467 -2.978 2.138 0.2 -0.3 0.1
N 2.744 -1.478 -2.040 0.8 0.3 -0.1
C 3.403 -2.485 -1.396 -0.9 0.0 0.4
C 4.472 -2.886 -2.150 0.1 -0.2 0.3
C 4.511 -2.030 -3.255 -0.5 0.4 -1.3
C 3.432 -1.161 -3.188 0.3 -0.7 0.5
H 2.004 -0.954 -1.570 -0.4 0.0 0.0
H 2.989 -2.788 -0.445 0.2 -0.3 -0.1
H 5.135 -3.721 -1.994 0.0 0.0 0.3
H 5.166 -2.150 -4.106 0.1 0.2 0.1
H 3.109 -0.385 -3.858 0.0 0.1 0.0
N 2.191 1.941 -2.200 -0.4 2.0 -0.4
C 3.145 2.577 -1.403 -0.2 -1.9 -0.4
C 4.180 2.904 -2.247 0.7 -0.2 0.7
C 3.815 2.566 -3.567 -1.0 1.5 -0.7
C 2.488 2.220 -3.508 0.4 -2.0 0.0
H 1.341 1.442 -1.973 0.0 0.3 0.7
H 3.045 2.519 -0.332 0.2 0.1 0.0
H 5.163 3.237 -1.951 -0.1 0.2 0.2
H 4.322 2.788 -4.494 0.2 0.1 0.2
H 1.756 2.005 -4.271 0.2 -0.2 -0.1
N -0.984 0.014 -2.696 0.8 -0.5 -1.0
C -0.238 0.150 -3.845 -0.3 0.2 -0.7
C -1.086 0.459 -4.893 0.5 -0.3 0.1
C -2.395 0.462 -4.375 0.0 -0.7 -0.2
C -2.279 0.087 -3.057 -1.6 1.1 0.4
H -0.540 -0.050 -1.761 0.0 -0.7 0.6
H 0.778 -0.186 -3.977 0.2 0.3 0.6
H -0.797 0.528 -5.930 0.0 0.1 0.0
H -3.307 0.554 -4.943 -0.1 0.1 0.1
H -3.128 0.002 -2.391 0.4 -0.1 0.4
N -3.378 2.347 4.696 -0.6 0.5 0.5
C -2.286 2.333 3.862 -0.6 -0.1 0.9
C -2.695 2.914 2.688 0.7 -0.7 -0.3
C -4.067 3.215 2.791 0.2 1.0 0.5
C -4.441 2.960 4.098 -0.2 -0.4 -1.4
H -3.411 2.130 5.676 0.4 -0.2 -0.1
H -1.410 1.876 4.291 0.4 0.2 -0.6
H -2.099 3.042 1.798 0.1 -0.1 0.0
H -4.593 3.699 1.983 -0.4 0.0 0.2
H -5.408 3.091 4.552 0.1 -0.1 0.3
```
Positions in Å, forces in eV/Å.

Calculated total energy in Ha: -3550.8740
Total charge: -1
Molecular weight in g mol⁻¹: 734.113